Below is a 2-piece molecular cluster, C3H4OS overall, with properties calculated with the ωB97M-V functional and the def2-TZVPD basis.

Summary:
Lowest unoccupied orbital energy: -0.64 eV
Relative energy (zero: lowest compared OMol25 entry of this formula, charge and spin): 138.7 kcal/mol
Net charge: 0
E_HOMO: -0.364 Eh
Frontier orbital gap: 9.2615 eV

Structure (XYZ):
```
9
C3H4OS (the ωB97M-V functional and the def2-TZVPD basis)
H -2.67827 -1.21832 0.21530
H -2.76533 0.40489 -0.44468
H 1.31634 0.71843 0.09120
O -0.28266 1.19093 0.02790
C 2.32283 0.14735 0.04460
H 3.13691 0.88412 0.12225
C 1.77846 -0.96648 -0.03837
S -0.66243 -0.24432 0.14612
C -2.23540 -0.37181 -0.08423
```

Below is one molecule with the formula C3H4OS, with properties calculated with the ωB97M-V functional and the def2-TZVPD basis.

Summary:
Lowest unoccupied orbital energy: 0.03 eV
Relative energy (zero: lowest compared OMol25 entry of this formula, charge and spin): 12.3 kcal/mol
Net charge: 0
Structure (SMILES): C=CC(=O)S
E_HOMO: -0.367 Eh
Frontier orbital gap: 10.0117 eV

Structure (XYZ):
```
9
C3H4OS (the ωB97M-V functional and the def2-TZVPD basis)
H -0.66371 -1.92528 -0.75113
O 1.32531 -0.83122 0.75897
H 2.24169 1.29004 1.73913
H -2.06596 -0.84025 -1.33729
C -0.58036 0.22172 -0.36261
C 0.70915 0.14854 0.45234
S 1.26630 1.78519 0.97152
H -1.12319 1.11067 -0.66726
C -1.10922 -0.95940 -0.80367
```

Below is one molecule with the formula C3H4OS, with properties calculated with the ωB97M-V functional and the def2-TZVPD basis.

Summary:
Lowest unoccupied orbital energy: 0.95 eV
Relative energy (zero: lowest compared OMol25 entry of this formula, charge and spin): 30.5 kcal/mol
Net charge: 0
Structure (SMILES): C1=CSCO1
E_HOMO: -0.281 Eh
Frontier orbital gap: 8.6018 eV

Structure (XYZ):
```
9
C3H4OS (the ωB97M-V functional and the def2-TZVPD basis)
C 0.84374 0.67156 -0.66189
H 1.72750 0.99060 -0.03984
H 0.64155 1.18310 -1.56164
H -1.76842 0.35754 1.17071
H -0.69111 -2.14397 0.71854
C -0.95685 0.06267 0.59801
O -0.32094 1.12823 0.04121
S 0.96419 -1.07473 -0.67370
C -0.43965 -1.17500 0.40860
```

Below is one molecule with the formula C3H4OS, with properties calculated with the ωB97M-V functional and the def2-TZVPD basis.

Summary:
Lowest unoccupied orbital energy: -0.62 eV
Relative energy (zero: lowest compared OMol25 entry of this formula, charge and spin): 55.9 kcal/mol
Net charge: 0
E_HOMO: -0.329 Eh
Frontier orbital gap: 8.3366 eV

Structure (XYZ):
```
9
C3H4OS (the ωB97M-V functional and the def2-TZVPD basis)
O -3.23355 -0.40684 -0.30957
C 0.62631 -0.20950 0.40173
C -0.67641 -0.48578 0.02170
S -2.10430 0.41412 0.15114
H 2.43286 1.01011 0.10605
H 1.08548 -0.95600 1.02713
H 1.11557 1.39483 -0.90753
C 1.45975 0.72536 -0.22202
H -0.70570 -1.48629 -0.26864
```